Entry 1:
A structure of composition C20H20BiF5N9OP at a distorted geometry. Source: the OMol25 dataset; level of theory: ωB97M-V/def2-TZVPD.

Results
Highest occupied orbital energy (hartree): -0.5109
Electronic energy (Ha): -2396.98082
Energy above the lowest of the compared OMol25 structures with the same formula, charge and spin (kcal/mol): 3.3
Gap between HOMO and LUMO (eV): 6.923

```
! wB97M-V def2-TZVPD RIJCOSX def2/J DEFGRID3
* xyz 2 1
Bi -1.533 -0.485 0.306
P 1.058 -0.611 -0.133
F 1.588 0.721 3.687
F 1.276 -0.090 6.245
F -1.151 -0.954 7.125
F -3.261 -0.989 5.405
F -2.944 -0.175 2.833
O -0.483 0.666 1.925
N -2.377 3.714 -1.085
N -1.786 -1.058 -2.003
N -1.939 1.399 -0.831
N -3.017 2.182 -2.775
N -3.629 4.385 -2.878
N 3.256 -1.861 0.898
N 3.279 -1.445 -1.490
N -1.225 2.995 0.729
N 3.571 0.383 0.066
C -1.615 -2.271 -2.535
C 2.230 0.864 0.139
C -1.855 2.718 -0.398
C -2.074 -0.572 5.000
C 3.623 -2.380 -0.417
C 3.915 -0.576 1.118
C 0.238 -0.111 5.428
C 1.859 -1.321 -1.691
C 3.934 -0.162 -1.240
C -2.908 -0.342 -3.977
C -3.005 3.433 -2.220
C -1.001 -0.552 5.877
C -1.898 -0.153 3.693
C -2.410 -0.105 -2.706
C -2.716 -1.597 -4.538
C -2.051 -2.574 -3.811
C -0.670 0.277 3.205
C 0.387 0.297 4.114
C -2.486 1.237 -2.079
C 1.834 -1.809 1.104
H 4.700 -2.543 -0.435
H -3.079 -1.809 -5.534
H 4.993 -0.736 1.102
H 3.664 0.549 -2.022
H -4.090 4.171 -3.747
H -1.199 3.962 1.012
H -0.851 2.274 1.346
H 1.653 -0.656 -2.532
H -3.650 5.326 -2.519
H 2.037 1.598 -0.646
H 1.428 -2.301 -1.905
H -3.421 0.453 -4.497
H 5.012 -0.316 -1.265
H 1.403 -2.803 0.962
H 3.631 -0.172 2.088
H 1.607 -1.468 2.115
H -1.119 -3.008 -1.913
H -1.875 -3.558 -4.222
H 3.125 -3.335 -0.590
H 2.017 1.294 1.114
*
```

natural (NBO) atomic charge list, values in e, 2 entries: atom 1 (Bi): 1.6651, atom 2 (P): 0.7223

Entry 2:
A cluster of 2 separate species, C20H20BrF3IO3S in total at a distorted geometry. Source: the OMol25 dataset; level of theory: ωB97M-V/def2-TZVPD.

Results
Highest occupied orbital energy (hartree): -0.1070
Electronic energy (Ha): -4569.30601
Energy above the lowest of the compared OMol25 structures with the same formula, charge and spin (kcal/mol): 0.0
Gap between HOMO and LUMO (eV): 5.322

```
! wB97M-V def2-TZVPD RIJCOSX def2/J DEFGRID3
* xyz -1 1
I -1.961 0.237 2.080
Br -2.844 -0.960 -5.872
S 1.530 1.274 1.668
F 1.970 -0.190 3.853
F 2.988 1.770 3.897
F 3.768 0.141 2.604
O -0.583 -2.704 0.602
O 1.012 2.845 2.211
O 1.593 -3.383 0.413
C -1.347 1.603 -1.927
C -0.276 -1.310 -4.586
C 0.561 -1.477 -3.492
C -1.322 0.831 -0.759
C 0.864 -1.723 -1.058
C -0.849 3.547 -0.569
C -1.299 3.216 2.989
C -2.224 -1.824 -3.219
C -1.223 1.434 0.496
C 2.338 -5.462 1.486
C -0.290 3.395 1.878
C 0.035 -1.781 -2.199
C 1.184 -4.515 1.200
C 2.624 0.736 3.077
C -0.043 4.912 1.803
C -1.064 2.964 -1.824
C -0.805 2.778 0.592
C 0.519 -2.603 0.048
C -1.677 -1.369 -4.434
C -1.384 -2.090 -2.143
H -0.981 5.455 1.591
H 1.648 -1.425 -3.590
H -1.043 3.905 3.803
H 0.792 -4.127 2.154
H 0.129 -1.159 -5.579
H -1.324 2.178 3.356
H -1.618 1.161 -2.889
H -0.711 4.630 -0.507
H 1.918 -1.484 -1.179
H -1.804 -2.487 -1.212
H 3.256 -4.957 1.840
H 2.557 -6.080 0.599
H 1.963 -6.114 2.291
H -1.397 -0.251 -0.804
H -3.297 -2.007 -3.109
H -2.300 3.468 2.621
H 0.303 5.271 2.778
H 0.734 5.190 1.076
H -1.003 3.594 -2.712
H 0.381 -5.054 0.657
*
```

natural (NBO) atomic charge list, values in e, 2 entries: atom 1 (I): 0.1797, atom 2 (Br): -0.0237

Entry 3:
A structure of composition C20H20CaCl5GeINO3PS2. Source: the OMol25 dataset; level of theory: ωB97M-V/def2-TZVPD.

Results
Highest occupied orbital energy (hartree): -0.0527
Electronic energy (Ha): -7545.98966
Energy above the lowest of the compared OMol25 structures with the same formula, charge and spin (kcal/mol): 7.5
Gap between HOMO and LUMO (eV): 5.195

```
! wB97M-V def2-TZVPD RIJCOSX def2/J DEFGRID3
* xyz -2 1
I -1.338 -3.045 -5.225
Ge -3.866 -2.357 -2.069
Ca -0.988 -0.717 -0.373
Cl 0.690 -5.730 4.981
Cl -3.938 -0.107 -1.377
Cl -5.965 -2.945 -1.262
Cl 3.976 -1.109 -5.721
Cl -2.680 -2.921 -0.092
S -1.365 0.445 2.164
S 0.600 3.143 1.513
P -1.173 2.404 1.956
O -1.016 -1.199 -2.601
O -2.269 2.953 0.909
O -1.772 3.047 3.303
N 0.990 0.361 -1.760
C 1.427 -1.851 -5.227
C 0.035 -1.188 -3.312
C 0.218 -1.886 -4.508
C 2.484 -1.111 -4.794
C -0.311 4.091 4.918
C 0.357 -4.401 1.200
C 1.176 -0.370 -2.893
C 0.274 -5.188 2.333
C 3.233 1.159 -1.933
C -1.336 4.301 3.826
C 2.389 -0.342 -3.604
C -2.031 2.945 -0.503
C -2.337 4.319 -1.054
C 0.782 -4.723 3.534
C 1.439 -2.686 2.462
C 1.977 1.089 -1.298
C 0.999 -2.277 0.037
C 0.950 -3.116 1.204
C 1.360 -3.465 3.600
C 3.434 0.451 -3.081
H 1.875 -1.695 2.537
H 4.013 1.769 -1.498
H -2.680 2.186 -0.941
H 1.741 -3.094 4.544
H -0.017 5.052 5.351
H 4.383 0.477 -3.598
H -2.210 4.329 -2.138
H -0.987 2.685 -0.700
H -3.364 4.604 -0.822
H -0.719 3.463 5.711
H 1.518 -2.429 -6.137
H -0.192 -6.165 2.285
H -2.234 4.786 4.217
H 1.776 1.644 -0.388
H -0.932 4.924 3.025
H 0.574 3.607 4.508
H 1.835 -1.575 0.044
H -1.660 5.054 -0.616
H -0.060 -4.772 0.270
H 0.938 -2.823 -0.908
*
```

natural (NBO) atomic charge list, values in e, 2 entries: atom 1 (I): 0.1215, atom 2 (Ge): 0.9125

Entry 4:
A structure of composition C20H20Cl2F3N5OReS2 at a distorted geometry. Source: the OMol25 dataset; level of theory: ωB97M-V/def2-TZVPD.

Results
Highest occupied orbital energy (spin up / spin down) (hartree): -0.4846 / -0.4773
Electronic energy (Ha): -3217.20759
Energy above the lowest of the compared OMol25 structures with the same formula, charge and spin (kcal/mol): 0.3
⟨S²⟩: 3.81
Gap between HOMO and LUMO (spin up / spin down) (eV): 5.151 / 4.105

```
! wB97M-V def2-TZVPD RIJCOSX def2/J DEFGRID3
* xyz 2 4
Re 0.509 0.686 0.148
Cl -2.939 -4.548 -2.620
Cl 2.186 -3.988 -0.903
S 0.107 2.456 -1.425
S 1.877 0.461 -3.369
F 3.434 0.921 0.510
F 2.285 1.840 2.125
F 2.634 2.903 0.362
O 1.333 -1.069 -0.668
N 0.595 -0.381 1.845
N -0.610 1.713 1.391
N -1.226 -0.165 -0.585
N -0.664 4.814 -0.461
N -0.882 3.100 1.083
C 0.381 -1.929 -0.999
C -0.401 -0.037 2.867
C -0.276 -2.292 3.680
C -2.045 1.695 3.554
C -0.977 -1.470 -1.023
C -3.332 -1.783 -1.452
C 1.258 -1.578 1.946
C 3.152 -0.692 -2.850
C -3.513 -0.458 -1.050
C -0.797 -0.991 3.832
C 2.340 1.628 0.780
C -1.683 -3.597 -1.995
C -2.009 -2.273 -1.507
C -0.395 -4.088 -1.902
C -1.048 1.163 2.563
C 0.678 -2.601 2.674
C 2.946 1.827 -3.796
C -2.467 0.338 -0.621
C 0.641 -3.290 -1.304
C -0.533 3.522 -0.155
H 3.656 2.119 -3.035
H -1.716 1.511 4.599
H -2.253 2.784 3.407
H -0.555 5.110 -1.442
H -0.150 -5.081 -2.322
H -1.338 3.726 1.812
H 2.736 -1.699 -2.942
H -3.020 1.204 3.434
H -4.440 0.071 -1.085
H 2.272 2.670 -4.093
H 0.981 -3.639 2.440
H 3.491 1.459 -4.659
H 3.461 -0.554 -1.770
H -2.611 1.439 -0.457
H -1.374 -0.638 4.667
H 3.969 -0.570 -3.538
H -0.714 -3.119 4.360
H 2.187 -1.708 1.427
H -1.028 5.510 0.192
H -4.114 -2.433 -1.669
*
```

natural (NBO) atomic charge list, values in e, 2 entries: atom 1 (Re): 1.3966, atom 2 (Cl): 0.1008

Entry 5:
A structure of composition C20H20Cl2HoN4O6 at a distorted geometry. Source: the OMol25 dataset; level of theory: ωB97M-V/def2-TZVPD.

Results
Highest occupied orbital energy (spin up / spin down) (hartree): -0.1234 / -0.1233
Electronic energy (Ha): -3313.26151
Energy above the lowest of the compared OMol25 structures with the same formula, charge and spin (kcal/mol): 0.0
⟨S²⟩: 6.00
Gap between HOMO and LUMO (spin up / spin down) (eV): 5.009 / 5.005

```
! wB97M-V def2-TZVPD RIJCOSX def2/J DEFGRID3
* xyz -1 5
Ho -2.116 -0.791 -0.092
Cl -1.018 -0.853 2.573
Cl 0.425 -5.331 -0.166
O -4.041 -1.698 0.815
O -0.648 6.324 -1.300
O -3.637 -0.717 -1.764
O -5.910 -0.547 -1.665
O -0.458 -0.304 -1.932
O -3.917 0.496 0.740
N -1.268 1.602 0.130
N -0.867 -2.505 0.173
N 1.387 -1.135 -2.970
N -0.307 6.454 0.939
C -4.421 -0.598 0.334
C 0.706 -0.149 -2.290
C 0.453 -2.859 3.632
C -0.560 2.205 1.077
C -1.520 3.642 -1.064
C -0.583 5.790 -0.214
C -0.795 4.278 -0.069
C 0.405 -4.324 1.287
C 1.528 -2.374 -2.148
C -4.811 -0.619 -1.171
C -1.740 2.278 -0.916
C 1.056 -4.803 2.398
C 1.105 -4.092 3.598
C 2.357 -0.842 -0.226
C 1.560 1.024 -1.884
C 2.564 -2.120 -1.057
C -0.179 -2.429 2.493
C 2.658 0.489 -0.925
C -0.293 3.571 1.010
C -0.290 -3.052 1.189
H 3.002 -0.902 0.654
H 0.429 -2.248 4.524
H 1.617 -4.483 4.465
H 2.843 1.258 -0.172
H 1.541 -5.770 2.328
H 0.309 4.030 1.783
H 1.834 -3.188 -2.804
H 3.570 -2.080 -1.504
H 0.564 -2.614 -1.699
H -0.313 7.459 0.879
H 2.307 -0.805 -3.245
H 2.561 -2.975 -0.383
H -1.908 4.185 -1.912
H -0.203 1.587 1.890
H 1.337 -0.865 0.171
H 0.937 1.790 -1.430
H -2.315 1.716 -1.645
H 2.029 1.457 -2.772
H 3.595 0.392 -1.483
H -0.561 6.042 1.819
*
```

natural (NBO) atomic charge list, values in e, 2 entries: atom 1 (Ho): 1.7592, atom 2 (Cl): -0.0330

Entry 6:
The molecule C20H20ClFN2O2. Source: the OMol25 dataset; level of theory: ωB97M-V/def2-TZVPD.

Results
Highest occupied orbital energy (hartree): -0.3267
Electronic energy (Ha): -1594.23984
Energy above the lowest of the compared OMol25 structures with the same formula, charge and spin (kcal/mol): 1.3
SMILES string: O=C(NCc1ccccc1F)[C@@H]1CCC(=O)N(Cc2ccc(Cl)cc2)C1
Gap between HOMO and LUMO (eV): 9.457

```
! wB97M-V def2-TZVPD RIJCOSX def2/J DEFGRID3
* xyz 0 1
Cl -5.060 -1.713 0.747
F -0.346 2.862 1.983
O 3.462 0.920 -0.636
O 2.547 -3.310 -1.608
N 2.164 1.806 0.978
N 1.529 -1.825 -0.241
C 0.466 3.098 -0.224
C 0.168 3.231 -1.573
C 2.901 -0.465 1.275
C -1.920 3.071 0.247
C 1.887 3.044 0.280
C -0.829 -1.461 -0.771
C -0.604 3.012 0.659
C 2.896 0.812 0.429
C -2.188 3.218 -1.103
C -1.312 -2.644 -0.220
C 0.592 -1.377 -1.250
C 4.056 -1.394 0.873
C 3.567 -2.803 0.524
C -1.672 -0.362 -0.849
C -2.975 -0.434 -0.389
C 2.515 -2.701 -0.560
C -1.145 3.293 -2.011
C -2.609 -2.728 0.247
C -3.435 -1.618 0.161
C 1.550 -1.173 1.041
H 4.391 -3.410 0.151
H 4.538 -0.969 -0.011
H -3.210 3.271 -1.444
H 1.691 1.662 1.856
H -2.709 3.003 0.979
H -1.353 3.399 -3.064
H 3.148 -3.295 1.405
H -3.627 0.423 -0.455
H 2.585 3.097 -0.558
H 2.967 -0.185 2.330
H -1.311 0.561 -1.279
H 0.722 -0.463 1.083
H 0.833 -0.347 -1.546
H 0.979 3.287 -2.284
H -2.982 -3.647 0.673
H 1.392 -1.914 1.836
H -0.662 -3.504 -0.164
H 0.749 -2.032 -2.114
H 2.070 3.884 0.959
H 4.798 -1.448 1.670
*
```

natural (NBO) atomic charge list, values in e, 2 entries: atom 1 (Cl): 0.0023, atom 2 (F): -0.3468

Entry 7:
The molecule C20H20ClFN6O at a distorted geometry. Source: the OMol25 dataset; level of theory: ωB97M-V/def2-TZVPD.

Results
Highest occupied orbital energy (hartree): -0.2971
Electronic energy (Ha): -1738.00877
SMILES string: CN(Cc1nc2ccc(F)cc2[nH]1)Cc1c(C(=O)N(C)C)nc2ccc(Cl)cn12
Gap between HOMO and LUMO (eV): 8.392

```
! wB97M-V def2-TZVPD RIJCOSX def2/J DEFGRID3
* xyz 0 1
Cl -4.355 2.509 -1.924
F -1.836 -4.449 -1.591
O 1.903 1.314 2.915
N -0.645 0.773 -2.505
N 0.908 -0.458 -1.496
N 1.843 2.389 -0.540
N -0.870 -0.428 1.604
N 1.843 -0.930 2.757
N -1.347 1.321 0.297
C -1.790 0.106 0.826
C 0.176 0.433 1.601
C -1.568 -3.149 -1.850
C 1.390 2.006 -1.862
C -0.090 1.530 0.788
C 0.539 0.778 -1.965
C -2.121 2.049 -0.543
C -0.141 -1.304 -1.737
C -1.113 -0.511 -2.392
C -3.065 -0.369 0.492
C 2.945 1.622 -0.015
C 2.987 -1.050 3.631
C 1.368 0.303 2.475
C -3.852 0.368 -0.343
C -3.364 1.589 -0.858
C 1.317 -2.182 2.276
C 0.792 2.682 0.422
C -0.351 -2.641 -1.448
C -2.540 -2.399 -2.510
C -2.323 -1.067 -2.790
H 1.284 3.032 1.332
H -3.386 -1.310 0.906
H 2.064 -2.683 1.652
H -3.060 -0.470 -3.300
H 3.306 -0.050 3.917
H 2.278 1.881 -2.490
H 0.402 -2.018 1.715
H 3.804 -1.562 3.115
H -3.461 -2.885 -2.793
H -4.839 0.035 -0.621
H -1.724 2.969 -0.940
H 3.317 2.119 0.879
H 1.774 -0.695 -1.042
H 0.798 2.828 -2.276
H 3.741 1.593 -0.760
H 2.723 -1.617 4.525
H 0.187 3.495 0.011
H 1.089 -2.832 3.124
H 0.373 -3.258 -0.942
H 2.690 0.590 0.272
*
```

natural (NBO) atomic charge list, values in e, 2 entries: atom 1 (Cl): 0.0238, atom 2 (F): -0.3282

Entry 8:
The molecule C20H20ClN3O3 at a distorted geometry. Source: the OMol25 dataset; level of theory: ωB97M-V/def2-TZVPD.

Results
Highest occupied orbital energy (hartree): -0.2892
Electronic energy (Ha): -1623.58963
Energy above the lowest of the compared OMol25 structures with the same formula, charge and spin (kcal/mol): 518.6
Gap between HOMO and LUMO (eV): 8.285

```
! wB97M-V def2-TZVPD RIJCOSX def2/J DEFGRID3
* xyz 0 1
Cl -0.567 -2.265 -5.401
O 1.525 -1.605 -0.754
O -2.206 -4.079 1.037
O -1.599 0.077 -0.288
N 1.065 -0.997 1.320
N -2.238 -2.379 -0.649
N 1.627 -0.232 -0.581
C -3.783 -1.785 -0.121
C 2.338 2.434 0.302
C -1.488 1.646 -0.131
C 1.343 1.489 2.642
C -1.288 -0.332 -1.543
C 1.530 -0.164 0.639
C -0.196 -3.893 -0.557
C -0.499 -0.138 -3.793
C 1.477 2.863 3.197
C 1.033 -1.940 0.299
C -1.755 -3.530 0.220
C 2.338 3.606 2.483
C -1.317 -2.326 -2.850
C -0.935 -1.366 -3.953
C -0.566 0.397 -2.721
C 2.467 3.501 0.998
C 1.643 1.399 1.370
C 0.624 -3.327 0.672
C 2.327 5.187 2.924
C -1.536 -1.676 -1.600
H 0.451 -3.674 1.635
H 1.519 -4.169 0.687
H -2.090 2.109 -0.935
H 2.862 4.505 0.471
H -0.013 0.418 -4.655
H -1.903 -3.138 -2.845
H 2.102 5.919 2.334
H 2.542 2.021 -0.469
H 1.409 3.012 4.050
H -3.959 -2.629 0.594
H -0.351 1.423 -2.339
H -3.518 -0.876 0.514
H 1.971 5.129 4.041
H 3.426 5.311 3.071
H -4.364 -1.748 -1.116
H -1.736 1.748 0.823
H -0.406 1.988 -0.392
H -0.407 -5.066 -0.320
H 1.020 0.774 3.084
H 0.084 -3.620 -1.394
*
```

natural (NBO) atomic charge list, values in e, 2 entries: atom 1 (Cl): -0.0263, atom 2 (O): -0.2452